# 1
Here is a cluster of 2 separate species, C3H9NO2 in total from OMol25. Energies are from ωB97M-V/def2-TZVPD.

Geometry as ORCA input:
```
! RIJCOSX wB97M-V def2-TZVPD def2/J DEFGRID3
* xyz 0 1
C 1.82 -1.06 -0.57
C 1.83 -0.27 0.72
O 2.45 -0.66 1.70
N 1.10 0.88 0.71
H 2.36 -1.99 -0.39
H 2.24 -0.55 -1.43
H 0.96 1.34 1.60
H 0.46 1.06 -0.03
H 0.81 -1.33 -0.89
C -2.28 0.62 0.06
O -2.02 -0.34 -0.95
H -2.77 -0.38 -1.55
H -3.33 0.73 0.35
H -1.92 1.62 -0.24
H -1.69 0.34 0.92
*
```

HOMO, eV: -9.7
LUMO, eV: 0.64
Kohn-Sham gap, eV: 10.332
Max |F|, eV/Å: 0.7
ΔE to the lowest compared entry with this formula, charge and spin, kcal per mole: 20.4
SMILES string: CC(N)=O.CO

# 2
Here is a cluster of 7 separate species, C46H83BrN10 in total in a non-equilibrium geometry from OMol25. Energies are from ωB97M-V/def2-TZVPD.

Geometry as ORCA input:
```
! RIJCOSX wB97M-V def2-TZVPD def2/J DEFGRID3
* xyz 6 1
C -1.73 4.63 3.58
N -0.46 4.56 4.33
C 0.71 4.58 3.71
C 1.89 4.55 4.38
C 1.86 4.50 5.77
C 0.61 4.53 6.43
C -0.53 4.54 5.68
C 3.05 4.45 6.74
C 4.09 5.37 6.69
C 5.06 5.33 7.67
N 4.96 4.39 8.69
C 3.96 3.46 8.74
C 3.00 3.48 7.77
C 5.85 4.56 9.82
H -2.12 5.58 3.85
H -2.36 3.78 3.87
H -1.41 4.52 2.53
H 0.71 4.58 2.62
H 2.83 4.64 3.89
H 0.62 4.43 7.52
H -1.54 4.47 6.05
H 4.17 6.10 5.89
H 5.85 6.04 7.76
H 3.93 2.75 9.56
H 2.28 2.68 7.81
H 5.73 5.60 10.12
H 6.89 4.37 9.49
H 5.49 3.98 10.64
C -1.37 -0.93 1.94
C -0.63 -1.56 0.84
N -0.10 -2.88 1.08
C -0.80 -4.06 0.76
C 0.01 -5.06 1.07
N 1.20 -4.56 1.54
C 1.06 -3.24 1.51
C 2.38 -5.32 2.13
H -1.53 0.10 1.59
H -0.79 -0.93 2.87
H -2.34 -1.38 2.04
H 0.29 -1.04 0.57
H -1.27 -1.62 -0.01
H -1.86 -4.09 0.51
H -0.10 -6.13 0.93
H 1.82 -2.50 1.68
H 2.17 -5.46 3.20
H 3.24 -4.69 2.05
H 2.53 -6.27 1.62
C 1.46 -2.23 -4.72
C 1.86 -3.28 -3.62
N 2.00 -4.65 -4.14
C 3.21 -5.28 -4.27
C 2.95 -6.52 -4.81
N 1.59 -6.50 -5.06
C 1.04 -5.43 -4.58
C 0.85 -7.62 -5.73
H 2.20 -2.15 -5.50
H 1.48 -1.28 -4.22
H 0.48 -2.40 -5.20
H 1.13 -3.34 -2.81
H 2.80 -2.89 -3.19
H 4.10 -4.76 -3.98
H 3.50 -7.39 -5.15
H -0.02 -5.18 -4.71
H 0.55 -8.45 -5.12
H 1.54 -7.97 -6.49
H 0.02 -7.11 -6.19
C -1.16 2.82 -4.27
C -0.81 3.44 -2.96
N -2.10 3.58 -2.11
C -3.05 2.61 -1.80
C -4.01 3.23 -1.13
N -3.66 4.58 -1.01
C -2.52 4.73 -1.63
C -4.47 5.56 -0.39
H -0.27 2.64 -4.89
H -1.63 3.57 -4.91
H -1.67 1.86 -4.26
H -0.35 4.44 -2.98
H -0.25 2.81 -2.28
H -2.89 1.61 -2.18
H -4.80 2.64 -0.71
H -2.08 5.68 -1.77
H -5.23 5.14 0.26
H -4.95 6.14 -1.14
H -3.86 6.26 0.19
C 4.11 2.56 -5.96
C 5.42 2.56 -5.16
C 6.02 1.19 -5.14
N 7.35 1.15 -4.48
C 7.35 1.73 -3.19
C 8.46 1.74 -5.29
C 9.73 1.17 -4.69
C 9.27 -0.25 -4.15
C 7.75 -0.26 -4.41
H 4.14 2.43 -7.07
H 3.73 3.59 -5.88
H 3.32 1.90 -5.53
H 5.18 2.96 -4.17
H 6.17 3.21 -5.65
H 6.22 0.80 -6.12
H 5.37 0.55 -4.56
H 7.28 2.81 -3.30
H 8.30 1.53 -2.72
H 6.66 1.29 -2.44
H 8.37 2.80 -5.30
H 8.24 1.40 -6.33
H 10.07 1.78 -3.86
H 10.49 1.09 -5.47
H 9.39 -0.46 -3.10
H 9.74 -1.05 -4.67
H 7.13 -0.79 -3.69
H 7.53 -0.67 -5.38
C -5.98 -2.48 0.20
C -6.91 -2.99 1.32
C -8.39 -3.17 0.85
N -9.35 -3.55 1.96
C -8.80 -4.68 2.76
C -9.66 -2.30 2.86
C -11.13 -1.95 2.67
C -11.72 -3.28 2.21
C -10.68 -3.93 1.30
H -5.87 -3.21 -0.67
H -5.03 -2.46 0.73
H -6.20 -1.46 -0.14
H -6.86 -2.30 2.14
H -6.55 -3.95 1.59
H -8.49 -3.96 0.09
H -8.80 -2.20 0.58
H -7.94 -4.24 3.22
H -8.53 -5.44 2.04
H -9.48 -5.04 3.49
H -9.41 -2.63 3.88
H -8.99 -1.48 2.65
H -11.63 -1.54 3.54
H -11.18 -1.18 1.90
H -11.85 -3.87 3.15
H -12.72 -3.23 1.77
H -10.83 -5.02 1.10
H -10.67 -3.46 0.32
Br 0.59 4.53 0.18
*
```

HOMO, eV: -17.5
LUMO, eV: -11.59
Kohn-Sham gap, eV: 5.895
Max |F|, eV/Å: 3.9

# 3
Here is a cluster of 2 separate species, C5H10NO2 in total in a non-equilibrium geometry from OMol25. Energies are from ωB97M-V/def2-TZVPD.

Geometry as ORCA input:
```
! RIJCOSX wB97M-V def2-TZVPD def2/J DEFGRID3
* xyz -1 1
C -1.41 0.71 -0.25
C -2.94 0.68 -0.55
C -0.83 -0.47 0.36
N 0.58 -0.52 0.61
C 1.65 -0.25 -0.44
C 3.12 -0.03 0.09
O 3.96 0.53 -0.69
O -1.49 -1.56 0.48
H -1.66 0.18 1.88
H -0.77 1.64 -0.43
H -3.33 0.76 -1.61
H -3.51 1.38 0.05
H -3.24 -0.35 -0.18
H 0.54 -1.49 0.94
H 1.67 -1.15 -1.09
H 1.27 0.61 -0.98
H 3.48 -1.08 0.65
H 2.90 0.40 1.15
*
```

HOMO, eV: -2.4
LUMO, eV: 1.08
Kohn-Sham gap, eV: 3.526
Max |F|, eV/Å: 4.4
ΔE to the lowest compared entry with this formula, charge and spin, kcal per mole: 182.9

# 4
Here is the molecule C2H3NOS in a non-equilibrium geometry from OMol25. Energies are from ωB97M-V/def2-TZVPD.

Geometry as ORCA input:
```
! RIJCOSX wB97M-V def2-TZVPD def2/J DEFGRID3
* xyz 0 1
C -1.23 0.11 -1.34
C 0.22 -0.11 1.41
H -1.55 0.17 -2.24
H -2.09 -0.03 -0.49
H 0.67 -0.07 2.36
N 0.04 0.42 -1.31
O -0.89 -0.82 1.31
S 0.99 0.22 -0.09
*
```

HOMO, eV: -9.3
LUMO, eV: -0.38
Kohn-Sham gap, eV: 8.922
Max |F|, eV/Å: 8.6
ΔE to the lowest compared entry with this formula, charge and spin, kcal per mole: 72.6
SMILES string: C=NSC=O

# 5
Here is a structure of composition C4H5AlO2 in a non-equilibrium geometry from OMol25. Energies are from ωB97M-V/def2-TZVPD.

Geometry as ORCA input:
```
! RIJCOSX wB97M-V def2-TZVPD def2/J DEFGRID3
* xyz 1 2
H -1.38 1.55 1.99
O -1.12 0.64 1.90
Al -0.95 -0.28 0.31
O 4.50 -1.71 1.34
C 3.68 -0.89 1.02
C 2.31 -1.24 0.47
C 1.24 -0.35 0.95
C 0.74 0.19 1.98
H 3.92 0.20 0.99
H 2.12 -2.31 0.63
H 2.45 -1.20 -0.63
H 0.55 0.01 3.03
*
```

HOMO (alpha / beta), eV: -13.5 / -13.6
LUMO (alpha / beta), eV: -5.04 / -7.38
Kohn-Sham gap (alpha / beta), eV: 8.443 / 6.264
Max |F|, eV/Å: 2.0
ΔE to the lowest compared entry with this formula, charge and spin, kcal per mole: 14.9

# 6
Here is the molecule C4H10O2 in a non-equilibrium geometry from OMol25. Energies are from ωB97M-V/def2-TZVPD.

Geometry as ORCA input:
```
! RIJCOSX wB97M-V def2-TZVPD def2/J DEFGRID3
* xyz 0 1
C 1.51 1.31 -0.60
C 0.49 0.44 0.12
O -0.07 0.99 1.27
C -0.63 -0.16 -0.73
C -1.41 -1.15 0.18
O -0.70 -1.36 1.42
H 2.27 1.63 0.11
H 1.98 0.70 -1.37
H 1.08 2.20 -1.07
H 1.13 -0.48 0.40
H -0.51 0.16 1.68
H -0.19 -0.67 -1.59
H -1.30 0.61 -1.12
H -1.52 -2.14 -0.28
H -2.40 -0.77 0.44
H 0.26 -1.32 1.15
*
```

HOMO, eV: -9.9
LUMO, eV: 0.90
Kohn-Sham gap, eV: 10.835
Max |F|, eV/Å: 1.9
ΔE to the lowest compared entry with this formula, charge and spin, kcal per mole: 34.5
SMILES string: C[C@@H](O)CCO

Which value of max |F| does entry 6 give?
1.9 eV/Å

Among the records above, which one has the highest max |F|?
C2H3NOS

Copy entry 6 word for word.
Here is the molecule C4H10O2 in a non-equilibrium geometry from OMol25. Energies are from ωB97M-V/def2-TZVPD.

Geometry as ORCA input:
```
! RIJCOSX wB97M-V def2-TZVPD def2/J DEFGRID3
* xyz 0 1
C 1.51 1.31 -0.60
C 0.49 0.44 0.12
O -0.07 0.99 1.27
C -0.63 -0.16 -0.73
C -1.41 -1.15 0.18
O -0.70 -1.36 1.42
H 2.27 1.63 0.11
H 1.98 0.70 -1.37
H 1.08 2.20 -1.07
H 1.13 -0.48 0.40
H -0.51 0.16 1.68
H -0.19 -0.67 -1.59
H -1.30 0.61 -1.12
H -1.52 -2.14 -0.28
H -2.40 -0.77 0.44
H 0.26 -1.32 1.15
*
```

HOMO, eV: -9.9
LUMO, eV: 0.90
Kohn-Sham gap, eV: 10.835
Max |F|, eV/Å: 1.9
ΔE to the lowest compared entry with this formula, charge and spin, kcal per mole: 34.5
SMILES string: C[C@@H](O)CCO